1.
This record from OMol25 describes 2 unconnected molecules or ions with the total composition N2. The level of theory is ωB97M-V/def2-TZVPD.

```
2
Properties=species:S:1:pos:R:3:forces:R:3
N 0.0000 0.0000 0.9868 0.0 0.0 -11.9
N 0.0000 0.0000 -0.9868 0.0 0.0 11.9
```
Forces are in eV/Å.

Values from the calculation:
E_HOMO: -11.3 eV
charge: 0
Kohn-Sham gap: 7.777 eV


2.
This record from OMol25 describes N2O2 in the gas phase. The level of theory is ωB97M-V/def2-TZVPD.

```
4
Properties=species:S:1:pos:R:3:forces:R:3
O -0.7879 0.5114 0.9662 -0.7 -1.5 -1.8
N -1.0405 -0.1854 0.0477 0.9 1.8 2.2
N 0.4675 -0.3440 -0.8474 2.2 0.5 1.0
O 1.3609 0.0179 -0.1665 -2.4 -0.7 -1.3
```
Forces are in eV/Å.

Values from the calculation:
E_HOMO (alpha / beta): -9.0 / -9.0 eV
charge: 0
Kohn-Sham gap (alpha / beta): 7.622 / 7.622 eV
structure (SMILES): O=NN=O


3.
This record from OMol25 describes N2O4 in the gas phase. The level of theory is ωB97M-V/def2-TZVPD.

```
6
Properties=species:S:1:pos:R:3:forces:R:3
O -2.4037 0.1041 -0.0415 1.5 0.7 0.0
N -1.3123 -0.2682 0.1470 -0.8 -1.1 0.2
O -0.2867 0.6982 -0.0955 -0.3 -0.2 -0.3
N 1.0667 -0.0450 -0.0194 -3.2 -1.6 0.1
O 1.0466 -1.2208 -0.0527 -0.3 -0.5 -0.1
O 1.8894 0.7317 0.0622 3.1 2.7 0.2
```
Forces are in eV/Å.

Values from the calculation:
E_HOMO: -11.1 eV
charge: 0
Kohn-Sham gap: 10.478 eV
structure (SMILES): O=NO[N+](=O)[O-]


4.
This record from OMol25 describes N2O8S3 in the gas phase. The level of theory is ωB97M-V/def2-TZVPD.

```
13
Properties=species:S:1:pos:R:3:forces:R:3
N -1.3915 1.8183 -1.1394 -0.4 -0.5 -0.4
N 1.8018 -0.8444 1.7129 0.1 -1.0 -1.4
O -2.2147 0.9781 -1.0014 -1.3 -0.4 0.2
O 1.1080 -1.6868 2.0991 -0.6 -0.6 1.3
O -1.3342 2.9118 -0.7133 0.2 1.3 0.4
O 2.3215 0.1086 2.0926 0.7 1.2 0.5
O -1.5789 -1.9367 -0.4921 -0.2 -0.4 -0.3
O -0.1982 -0.0355 0.3339 0.0 -0.1 -0.3
O -0.3007 1.4962 -1.9293 0.8 -2.9 -1.7
O 2.1657 -1.1151 0.1199 1.2 0.7 0.5
S -0.3922 -0.2750 -2.5752 0.2 3.0 1.5
S 1.3281 -2.3029 -0.4496 -0.8 -0.1 -0.4
S -0.4328 -1.1033 -0.5937 0.2 -0.2 0.2
```
Forces are in eV/Å.

Values from the calculation:
E_HOMO: -10.3 eV
charge: 0
Kohn-Sham gap: 8.506 eV


5.
This record from OMol25 describes a gas-phase ion, N3O4 (charge -1). The level of theory is ωB97M-V/def2-TZVPD.

```
7
Properties=species:S:1:pos:R:3:forces:R:3
O -1.5565 0.1904 -1.7226 -1.0 0.1 -0.5
N -0.9112 -0.1379 -0.7111 -0.3 0.5 -1.4
O -1.1762 -1.0562 -0.0065 -1.7 -3.4 1.8
N 0.1069 0.5735 -0.5267 4.9 2.3 1.0
N 1.0006 0.1553 0.7192 -3.8 1.2 -2.7
O 0.3611 -0.0045 1.7188 1.2 -0.3 1.4
O 2.1754 0.2794 0.5287 0.6 -0.4 0.5
```
Forces are in eV/Å.

Values from the calculation:
E_HOMO: -5.0 eV
charge: -1
Kohn-Sham gap: 9.536 eV
structure (SMILES): O=[N+]([O-])N=[N+]([O-])[O-]


6.
This record from OMol25 describes a molecular structure, N5O15Sr. The level of theory is ωB97M-V/def2-TZVPD.

```
21
Properties=species:S:1:pos:R:3:forces:R:3
Sr 1.3382 0.5028 2.6587 -1.9 -0.3 -2.5
N 0.1513 -0.2424 -0.0057 4.4 2.1 -0.2
O 1.0386 -1.1039 -0.1226 -0.8 -0.6 0.0
O -0.3863 -0.1486 1.1769 -1.0 -0.2 1.1
O 0.1566 0.7472 -0.7355 -1.6 -0.9 0.2
N -0.6047 -2.2026 -3.1603 0.1 -1.1 0.0
O 0.1201 -3.2354 -3.2554 0.2 -0.1 -0.1
O -0.8546 -1.5721 -4.2153 -0.2 0.2 0.7
O -1.0683 -1.9158 -2.0393 -0.2 0.4 -1.0
N 2.0603 -3.4334 1.8661 -2.2 0.5 3.5
O 2.7984 -2.4592 1.5767 0.2 -0.3 -1.0
O 2.0758 -3.7853 3.1209 0.8 -0.1 -0.5
O 1.1539 -3.9197 1.1988 1.6 0.3 -1.1
N -0.4422 3.0811 3.0395 -0.5 -2.1 0.2
O 0.7241 3.1078 2.5682 2.7 1.5 0.9
O -1.0717 2.1432 2.5275 -1.8 0.1 1.2
O -0.8417 3.7822 3.9933 0.5 -0.2 -1.3
N -1.5668 2.6497 -2.5287 -1.2 0.1 -0.8
O -2.0790 1.6225 -2.9922 0.2 -0.1 0.1
O -2.3605 3.5467 -2.0758 0.8 0.1 0.2
O -0.3413 2.8353 -2.5958 0.0 0.5 0.2
```
Forces are in eV/Å.

Values from the calculation:
E_HOMO: 1.3 eV
charge: -3
Kohn-Sham gap: 3.151 eV


Ordered relative energy (zero: lowest compared OMol25 entry of this formula, charge and spin) results: 12.915, 0.719, 0.382, 0.151, 1.742, 6.885; unit eV.